This record from the OMol25 dataset describes 2 unconnected molecules or ions with the total composition C2H7N2O in a non-equilibrium geometry. The level of theory is ωB97M-V with the def2-TZVPD basis set.

Output
- HOMO (eV) = -12.560
- net charge = +1
- energy relative to the best compared isomer or geometry (same formula, charge and spin) (kJ/mol) = 566.9
- DFT total energy (a.u.) = -264.71528

Last column: natural (NBO) charge in e.
Geometry (Å):
1 O 0.454 -0.073 -0.347  -0.45
2 N 1.815 2.651 0.455  -0.97
3 N -0.237 -2.132 0.419  -0.73
4 C -1.942 -0.768 -0.781  0.17
5 C -0.506 -0.872 -0.335  0.48
6 H -2.211 0.080 -1.335  0.23
7 H 2.423 2.635 1.209  0.39
8 H -2.647 -1.607 -0.436  0.26
9 H 0.759 -2.383 0.324  0.43
10 H -0.881 -2.875 0.702  0.42
11 H 1.642 3.496 -0.045  0.39
12 H 1.332 1.846 0.170  0.38

Cartesian forces, eV/Å:
O -3.5 -1.1 -1.1
N -0.8 0.6 -1.2
N -0.2 2.0 -2.4
C 1.8 -2.0 2.0
C 2.3 -2.1 3.1
H -0.7 1.0 -1.0
H 1.0 0.0 1.3
H 0.9 1.6 -0.7
H -0.8 0.1 0.5
H 0.1 0.6 -0.4
H 0.1 0.3 0.0
H -0.3 -0.9 -0.2